No. 1
{"formula": "C5H3N2S", "method": "wB97M-V/def2-TZVPD", "species": ["C", "C", "C", "C", "C", "N", "N", "S", "H", "H", "H"], "coordinates": [[-0.43455, -1.50312, 0.92609], [-0.02518, -0.38079, 0.11865], [-0.14418, 0.86803, 0.79103], [0.27494, -0.36906, -1.20838], [0.66319, 1.92896, -1.11277], [-0.85193, -1.25208, 2.09225], [0.71671, 0.89709, -1.68105], [-0.66741, 0.47668, 2.32160], [-0.47422, -2.59806, 0.71823], [0.30146, -1.00498, -2.05070], [0.64116, 2.93734, -0.91494]], "forces_ev_per_a": [[0.085, -1.917, -1.427], [-0.258, 0.137, -0.675], [-0.106, -3.014, 0.828], [1.528, 1.344, -2.606], [0.358, -1.637, -1.396], [0.174, 3.094, 1.338], [-1.176, 0.000, 2.308], [-0.752, 0.475, 1.695], [0.314, 1.057, -0.680], [-0.219, -1.585, 0.102], [0.052, 2.047, 0.513]], "charge": 1, "multiplicity": 3, "lumo_energy_ev": [-5.56, -8.55], "orbital_gap_ev": [7.42, 6.50]}

***

No. 2
{"formula": "C5H3NO", "method": "wB97M-V/def2-TZVPD", "species": ["C", "C", "C", "C", "N", "O", "C", "H", "H", "H"], "coordinates": [[-0.18045, -2.18775, -1.32397], [-0.27820, -1.21886, -0.61713], [-0.15914, 0.00701, 0.09037], [0.64333, 1.10044, -0.35439], [0.67378, 2.06944, 0.51324], [-0.11228, 1.64868, 1.56398], [-0.59647, 0.43151, 1.30511], [0.04219, -3.01157, -1.95910], [1.19020, 1.16860, -1.28634], [-1.22295, -0.00750, 2.06823]], "forces_ev_per_a": [[0.147, 0.420, 0.256], [0.107, -0.411, -0.312], [0.063, 0.088, 0.133], [0.068, 0.209, 0.062], [0.031, -0.171, -0.318], [-0.177, -0.064, 0.171], [0.003, -0.087, -0.095], [-0.271, -0.096, 0.059], [-0.057, 0.075, 0.170], [0.085, 0.037, -0.126]], "charge": 0, "lumo_energy_ev": 0.90, "orbital_gap_ev": 10.41, "smiles": "C#Cc1cnoc1"}

***

No. 3
{"formula": "C5H3NO", "method": "wB97M-V/def2-TZVPD", "species": ["C", "C", "C", "C", "O", "N", "C", "H", "H", "H"], "coordinates": [[2.04857, 0.42287, 0.68798], [1.18682, 0.22184, -0.13951], [0.00522, -0.22713, -0.88927], [-0.64708, 0.90751, -0.44300], [-1.60363, 0.65547, 0.42166], [-1.75470, -0.74144, 0.49966], [-0.84366, -1.24636, -0.26469], [2.94000, 0.43678, 1.27016], [-0.47851, 1.92701, -0.75045], [-0.87342, -2.32255, -0.41350]], "forces_ev_per_a": [[-0.132, -0.293, -0.497], [1.249, -1.313, -0.625], [0.294, 0.657, 1.064], [-1.095, 0.308, -0.055], [-0.523, 0.390, -0.534], [-0.159, -0.451, -0.524], [-0.095, 0.028, 0.418], [-0.072, 0.294, 0.020], [0.141, 0.154, 0.511], [0.393, 0.227, 0.221]], "charge": 0, "lumo_energy_ev": 0.46, "orbital_gap_ev": 9.29}

***

No. 4
{"formula": "C5H3NO", "method": "wB97M-V/def2-TZVPD", "species": ["N", "C", "C", "C", "O", "C", "C", "H", "H", "H"], "coordinates": [[-1.78916, 2.49438, 0.41878], [-1.14035, 1.56380, 0.17237], [-0.39268, 0.39953, -0.14503], [-0.73671, -0.51544, -1.24151], [-0.10280, -1.52544, -1.48050], [1.47299, -1.00873, 0.95545], [0.68240, -0.08936, 0.53965], [-1.61739, -0.22678, -1.84137], [2.53378, -1.21564, 0.95037], [1.08991, 0.12369, 1.67180]], "forces_ev_per_a": [[0.675, -0.897, -0.253], [-0.483, 0.745, 0.226], [0.093, -0.127, -0.021], [0.074, -0.166, -0.086], [-0.262, 0.324, 0.003], [-0.186, 0.381, -0.120], [0.107, -0.474, 0.011], [0.054, 0.001, 0.070], [-0.075, 0.153, 0.019], [0.004, 0.061, 0.152]], "charge": 0, "lumo_energy_ev": -0.41, "orbital_gap_ev": 8.69}

***

No. 5
{"formula": "C5H3NO", "method": "wB97M-V/def2-TZVPD", "species": ["C", "C", "C", "C", "N", "O", "C", "H", "H", "H"], "coordinates": [[-2.03143, 1.14518, -1.10198], [-1.06408, 0.57262, -0.67039], [0.05443, -0.06255, -0.06289], [1.24581, 0.54432, 0.43757], [1.99777, -0.30952, 1.07170], [1.33763, -1.51720, 0.99627], [0.20082, -1.36064, 0.31766], [-2.89732, 1.65550, -1.46182], [1.56041, 1.57285, 0.31850], [-0.40404, -2.24056, 0.15540]], "forces_ev_per_a": [[0.350, -0.205, 0.142], [-0.441, 0.253, -0.203], [0.017, -0.153, 0.152], [0.102, -0.030, 0.054], [-0.058, 0.324, -0.243], [-0.091, -0.203, -0.111], [-0.068, 0.146, -0.071], [0.162, -0.099, 0.000], [-0.028, -0.131, 0.153], [0.055, 0.098, 0.127]], "charge": 0, "lumo_energy_ev": 0.92, "orbital_gap_ev": 10.41, "smiles": "C#Cc1cnoc1"}

***

No. 6
{"formula": "C5H3NO", "method": "wB97M-V/def2-TZVPD", "species": ["N", "C", "C", "C", "C", "O", "C", "H", "H", "H"], "coordinates": [[-2.67627, -0.46358, 1.70037], [-1.68237, -0.26975, 1.13750], [-0.46717, -0.06061, 0.41814], [-0.32874, 0.17936, -0.99287], [1.00230, 0.24223, -1.21990], [1.69565, 0.07085, -0.06199], [0.79808, -0.10920, 0.92182], [-1.12854, 0.28822, -1.71070], [1.59759, 0.38100, -2.10935], [1.18946, -0.25852, 1.91697]], "forces_ev_per_a": [[1.007, 0.234, -0.558], [-0.861, -0.167, 0.530], [0.170, -0.033, 0.038], [0.089, -0.004, -0.060], [-0.152, 0.014, -0.118], [-0.035, 0.017, 0.008], [-0.175, -0.036, 0.083], [0.144, -0.048, 0.081], [-0.097, 0.025, 0.135], [-0.091, 0.000, -0.139]], "charge": 0, "lumo_energy_ev": 0.79, "orbital_gap_ev": 10.46, "smiles": "N#Cc1ccoc1"}

***

No. 7
{"formula": "C5H3NO", "method": "wB97M-V/def2-TZVPD", "species": ["C", "N", "O", "H", "C", "C", "C", "C", "H", "H"], "coordinates": [[1.32504, 0.83400, -0.02711], [1.81908, 0.47016, -1.04519], [1.65218, -0.27741, -1.99216], [1.47252, 1.49719, 0.80784], [-1.72910, 0.23856, 1.98662], [-1.16045, -0.09198, 0.97096], [-0.49548, -0.45904, -0.19495], [-0.29266, -1.05130, -1.25795], [-2.25416, 0.51645, 2.87167], [-0.33698, -1.67661, -2.11974]], "forces_ev_per_a": [[0.318, 0.214, -0.009], [-0.212, -0.161, -0.028], [0.038, 0.178, 0.236], [-0.106, -0.160, -0.132], [0.414, -0.227, -0.746], [-0.393, 0.252, 0.733], [0.091, -0.456, -0.754], [-0.262, 0.318, 0.744], [0.071, -0.034, -0.094], [0.041, 0.076, 0.050]], "charge": 0, "lumo_energy_ev": 0.50, "orbital_gap_ev": 10.03, "smiles": "C#[N+][O-].C#CC#C"}

***

No. 8
{"formula": "C5H3NO2", "method": "wB97M-V/def2-TZVPD", "species": ["C", "C", "C", "C", "C", "H", "H", "H", "N", "O", "O"], "coordinates": [[1.44651, 1.41978, 0.64584], [0.46750, 0.39205, -0.04527], [-0.60586, 0.47321, -1.01391], [-1.26423, -0.73434, -0.72042], [-0.21237, -1.70954, 0.01259], [1.91393, 0.66324, 1.74459], [-0.92233, 1.32379, -1.40432], [-0.33151, -2.71198, 0.17324], [0.62267, -0.92507, 0.75547], [1.44744, 2.64159, 0.58660], [-2.56174, -0.83271, -0.73441]], "forces_ev_per_a": [[-1.057, 0.108, 3.165], [-0.886, 0.533, -0.444], [6.324, -2.518, 5.671], [-5.882, -2.221, -0.139], [0.846, 5.912, 2.543], [-0.696, 2.446, -3.311], [-1.468, 3.420, -1.928], [-0.361, -2.460, 0.438], [-3.126, -1.237, -5.637], [0.342, -3.451, -0.458], [5.964, -0.531, 0.099]], "charge": 0, "lumo_energy_ev": -2.32, "orbital_gap_ev": 7.94}

***

No. 9
{"formula": "C5H3NO2", "method": "wB97M-V/def2-TZVPD", "species": ["C", "C", "C", "N", "O", "C", "C", "O", "H", "H", "H"], "coordinates": [[-1.77223, 0.09932, 0.03228], [-1.17458, -1.10832, -0.05714], [0.24906, -0.85432, -0.03516], [1.44686, -1.26167, -0.13904], [2.38329, -0.21983, -0.04717], [1.67819, 1.02154, 0.03748], [0.42287, 0.61703, -0.16105], [-0.81880, 1.16852, -0.17804], [-2.68652, 0.40563, 0.03273], [-1.73344, -2.00832, 0.20568], [2.00530, 2.14041, 0.30944]], "forces_ev_per_a": [[7.983, -0.564, -1.704], [-0.753, -0.333, 1.568], [1.249, 4.455, -1.811], [2.565, -3.022, 0.714], [-1.295, 1.302, 0.360], [-0.057, 0.658, -0.214], [-3.112, -0.946, 1.529], [-1.650, -0.038, 0.789], [-5.468, 1.694, 0.222], [0.488, 0.101, -0.519], [0.050, -3.305, -0.934]], "charge": 0, "lumo_energy_ev": 0.42, "orbital_gap_ev": 9.60, "smiles": "c1cc2nocc2o1"}

***

No. 10
{"formula": "C5H3P", "method": "wB97M-V/def2-TZVPD", "species": ["C", "P", "C", "C", "C", "C", "H", "H", "H"], "coordinates": [[-3.69864, -0.52925, -0.08019], [-2.25211, 0.19708, 0.05753], [-0.68031, -0.60064, 0.01830], [0.56481, -0.30560, -0.13580], [1.84456, 0.41619, -0.07564], [1.88522, -0.90286, 0.02099], [-4.67772, 0.01854, -0.31024], [2.30098, 1.38003, -0.22754], [2.37586, -1.76927, 0.21440]], "forces_ev_per_a": [[-0.516, 1.003, -0.557], [0.256, -0.255, -0.295], [-2.361, 0.074, -0.124], [1.825, 0.075, 0.938], [-0.862, -1.154, -0.791], [-1.537, 3.450, -0.416], [1.546, -0.877, 0.629], [0.165, -0.072, 0.277], [1.483, -2.243, 0.339]], "charge": 0, "lumo_energy_ev": [-0.60, -0.52], "orbital_gap_ev": [7.16, 7.65], "smiles": "C#P=C=C1C=C1"}

***

Calculated values (eV) of E_tot for the records, taken in order: -19034.7608; -8767.5756; -8765.1426; -8766.0396; -8767.6344; -8770.0017; -8763.3728; -10813.1474; -10813.9528; -14513.5450.
Calculated values (kcal/mol) of relative energy (zero: lowest compared OMol25 entry of this formula, charge and spin) for the records, taken in order: 25.4; 56.1; 112.2; 91.5; 54.7; 0.1; 153.0; 98.4; 79.8; 53.9.